Record 1
Below is a gas-phase ion, C6H13NP (charge +1) at a distorted geometry, with properties calculated with wB97M-V/def2-TZVPD.

The geometry in XYZ format:
```
21
Properties=species:S:1:pos:R:3:lowdin_charge:R:1
C -0.413 -1.738 -0.569 -0.637
C -0.184 -0.307 -0.504 -0.459
C 0.435 -0.453 0.983 -0.415
C -0.914 -2.409 -1.778 -0.116
C 0.686 0.184 -1.600 -0.070
C 0.146 1.876 1.937 0.003
N 0.059 0.366 2.252 0.041
P -0.020 -2.310 0.960 1.057
H -1.186 0.240 -0.503 0.166
H 1.562 -0.444 0.650 0.149
H -1.724 -1.800 -2.307 0.110
H -1.465 -3.452 -1.615 0.125
H -0.112 -2.646 -2.529 0.096
H 0.068 0.936 -2.267 0.131
H 1.109 -0.604 -2.272 0.099
H 1.483 0.769 -1.062 0.087
H -0.036 2.615 2.744 0.102
H 1.124 2.220 1.434 0.128
H -0.649 2.029 1.147 0.108
H -0.893 0.243 2.591 0.172
H 0.702 -0.023 2.855 0.122
```

Values from the calculation:
SMILES: C[NH2+][C@H]1P=C(C)[C@@H]1C
charge: +1
energy above the lowest of the compared OMol25 structures with the same formula, charge and spin: 31.6 kcal/mol

=====

Record 2
Below is C4H6OS3 in the gas phase at a distorted geometry, with properties calculated with wB97M-V/def2-TZVPD.

The geometry in XYZ format:
```
14
Properties=species:S:1:pos:R:3:lowdin_charge:R:1
C 1.982 1.438 -0.621 -0.039
C 1.526 -0.757 0.250 -1.010
C 0.081 -0.393 0.347 -1.270
C -2.782 -0.661 0.096 -0.422
H 0.725 1.371 -0.732 0.109
H 2.564 1.502 -1.789 0.166
H 2.426 2.073 0.325 0.140
H -3.666 -1.505 -0.162 0.084
H -2.648 -0.595 1.358 0.065
H -3.117 0.373 -0.574 0.100
O 2.408 0.050 -0.206 -0.182
S 1.900 -2.300 0.725 0.718
S -0.320 0.575 1.569 0.722
S -1.081 -1.172 -0.586 0.818
```

Values from the calculation:
SMILES: COC(=S)C(=S)SC
energy above the lowest of the compared OMol25 structures with the same formula, charge and spin: 95.2 kcal/mol

=====

Record 3
Below is C2H2BrNO2 in the gas phase at a distorted geometry, with properties calculated with wB97M-V/def2-TZVPD.

The geometry in XYZ format:
```
8
Properties=species:S:1:pos:R:3:lowdin_charge:R:1
C 0.020 0.435 0.164 -0.105
C -0.403 -0.050 -1.107 -0.449
N 0.477 -0.472 1.144 -0.430
O 0.242 -1.650 0.921 0.057
O 1.132 -0.078 2.109 0.070
Br -1.014 1.305 -2.282 0.710
H 0.115 1.489 0.518 0.132
H -0.569 -0.980 -1.468 0.014
```

Values from the calculation:
SMILES: O=[N+]([O-])/C=C/Br
energy above the lowest of the compared OMol25 structures with the same formula, charge and spin: 84.1 kcal/mol

=====

Record 4
Below is a gas-phase ion, C4H9N2 (charge +1) at a distorted geometry, with properties calculated with wB97M-V/def2-TZVPD.

The geometry in XYZ format:
```
15
Properties=species:S:1:pos:R:3:lowdin_charge:R:1
C 0.151 -0.297 -1.412 -0.208
C -1.019 -0.109 -0.511 -0.165
C 1.447 -0.983 -1.626 0.029
C -0.276 0.303 1.995 -0.003
N -0.751 0.512 -1.802 0.200
N -0.741 0.910 0.709 0.051
H -2.000 -0.612 -0.531 0.152
H 1.866 -0.643 -2.560 0.100
H 1.260 -1.968 -1.592 0.051
H 2.163 -0.724 -0.790 0.126
H -0.095 -0.728 2.077 0.085
H 0.744 0.624 2.334 0.123
H -0.931 0.695 2.711 0.079
H -0.115 1.576 0.266 0.154
H -1.703 1.445 0.730 0.226
```

Values from the calculation:
SMILES: C[NH2+][C@H]1N=C1C
charge: +1
energy above the lowest of the compared OMol25 structures with the same formula, charge and spin: 82.6 kcal/mol

=====

Record 5
Below is C4H8N2S in the gas phase at a distorted geometry, with properties calculated with wB97M-V/def2-TZVPD.

The geometry in XYZ format:
```
15
Properties=species:S:1:pos:R:3:lowdin_charge:R:1
C -0.761 2.127 -0.307 -0.121
C -0.262 1.140 0.775 -0.269
C -0.359 -0.294 0.216 -0.765
C 2.132 -0.732 0.018 -0.218
H -0.650 3.158 0.050 0.072
H -1.815 1.875 -0.508 0.052
H -0.169 2.019 -1.249 0.081
H 0.765 1.349 1.100 0.092
H -0.915 1.104 1.680 0.121
H 0.479 -2.061 0.161 0.101
H 2.766 -1.587 0.189 0.107
H 1.875 1.035 -0.668 0.020
N 0.740 -1.094 0.262 0.003
N 2.581 0.361 -0.443 0.117
S -1.880 -0.950 -0.231 0.606
```

Values from the calculation:
SMILES: [H]/N=C\NC(=S)CC
energy above the lowest of the compared OMol25 structures with the same formula, charge and spin: 28.3 kcal/mol

=====

Record 6
Below is a molecular structure, C32H37AsAuIN6S at a distorted geometry, with properties calculated with wB97M-V/def2-TZVPD.

The geometry in XYZ format:
```
79
Properties=species:S:1:pos:R:3:lowdin_charge:R:1
Au 1.368 0.832 -1.237 0.668
C 1.219 -1.124 -6.575 0.015
C 2.247 -0.970 -5.516 -0.303
N 3.437 -1.469 -5.524 0.164
N 3.990 -1.047 -4.341 0.053
C 3.180 -0.310 -3.596 -0.715
S 3.554 0.405 -2.093 0.627
N 2.051 -0.248 -4.340 -0.084
N 0.910 0.446 -3.939 0.102
H 1.638 -1.725 -7.378 0.101
H 0.925 -0.154 -6.979 0.097
H 0.329 -1.629 -6.195 0.091
H 4.939 -1.301 -4.118 0.172
H 0.905 1.370 -4.359 0.119
H 0.085 -0.063 -4.229 0.105
C -3.815 -5.276 0.228 -0.023
C -2.758 -4.229 0.444 -0.226
C -2.612 -3.590 1.669 0.011
C -1.663 -2.600 1.893 -0.260
C -1.595 -2.021 3.289 -0.033
C -0.843 -2.240 0.812 -0.255
As 0.420 -0.758 0.866 1.416
N -0.331 0.454 -0.129 -0.341
C -1.648 0.866 -0.349 -0.367
C -1.977 1.608 -1.485 -0.074
C -3.266 2.078 -1.668 -0.065
C -4.253 1.798 -0.733 -0.065
C -3.935 1.057 0.396 -0.054
C -2.646 0.589 0.591 -0.033
C 0.913 -0.085 2.575 -0.279
C 0.738 1.252 2.977 -0.235
C 0.323 2.378 2.066 -0.042
C 0.977 1.521 4.315 0.017
C 1.445 0.555 5.204 -0.211
C 1.659 0.875 6.655 -0.019
C 1.754 -0.717 4.713 0.010
C 1.537 -1.057 3.397 -0.292
C 1.993 -2.407 2.891 -0.045
C -0.913 -2.906 -0.427 -0.268
C -0.004 -2.657 -1.616 -0.072
C -1.887 -3.879 -0.583 0.001
H -4.410 -5.438 1.125 0.084
H -3.362 -6.227 -0.062 0.095
H -4.485 -4.978 -0.581 0.095
H -3.259 -3.870 2.494 0.132
H -2.584 -2.037 3.745 0.095
H -1.225 -1.001 3.322 0.054
H -0.940 -2.629 3.919 0.100
H -1.198 1.808 -2.215 0.080
H -3.506 2.671 -2.542 0.114
H -5.264 2.153 -0.884 0.115
H -4.699 0.846 1.134 0.117
H -2.390 0.038 1.487 0.094
H 0.878 2.349 1.134 0.033
H 0.522 3.335 2.548 0.094
H -0.745 2.335 1.834 0.088
H 0.808 2.531 4.671 0.131
H 1.401 1.908 6.883 0.086
H 2.700 0.703 6.939 0.099
H 1.045 0.220 7.277 0.099
H 2.196 -1.451 5.379 0.137
H 2.271 -3.056 3.719 0.096
H 2.872 -2.291 2.253 0.096
H 1.227 -2.928 2.315 0.059
H 0.906 -2.118 -1.370 0.010
H -0.533 -2.090 -2.388 0.082
H 0.293 -3.612 -2.049 0.092
H -1.959 -4.394 -1.537 0.135
I -1.006 6.386 0.186 0.953
C 0.462 5.356 -0.858 -0.714
C 1.516 6.010 -1.475 -0.100
C 2.465 5.252 -2.145 -0.031
C 2.346 3.874 -2.150 -0.144
N 1.326 3.243 -1.553 -0.029
C 0.391 3.976 -0.929 -0.233
H 1.601 7.089 -1.433 0.114
H 3.295 5.726 -2.654 0.122
H 3.088 3.247 -2.632 0.076
H -0.435 3.442 -0.480 0.068
```

Values from the calculation:
charge: +2

=====

Record 7
Below is C4H6N2O in the gas phase, with properties calculated with wB97M-V/def2-TZVPD.

The geometry in XYZ format:
```
13
Properties=species:S:1:pos:R:3:lowdin_charge:R:1
N -2.068 0.382 -0.232 0.071
C -0.739 -0.067 -0.121 -0.344
C -0.527 -1.482 -0.532 -0.202
N 0.587 -2.069 -0.369 0.105
C 1.405 1.349 0.316 -0.203
O 2.165 1.457 1.450 -0.002
C 0.290 0.676 0.229 0.034
H -2.762 -0.271 0.112 0.080
H -2.210 1.300 0.168 0.089
H -1.414 -1.965 -0.969 0.111
H 0.535 -3.027 -0.715 0.048
H 3.041 1.760 1.183 0.095
H 1.761 1.914 -0.547 0.118
```

Values from the calculation:
SMILES: [H]/N=C/C(N)=C=CO
energy above the lowest of the compared OMol25 structures with the same formula, charge and spin: 70.1 kcal/mol

=====

Record 8
Below is 2 unconnected molecules or ions with the total composition H4S2, with properties calculated with wB97M-V/def2-TZVPD.

The geometry in XYZ format:
```
6
Properties=species:S:1:pos:R:3:lowdin_charge:R:1
S -0.160 0.965 -1.450 0.460
H -0.678 0.695 -0.238 -0.254
H -1.188 0.367 -2.081 -0.207
S 0.385 -1.133 1.562 0.457
H 0.866 -1.006 0.312 -0.247
H 0.775 0.112 1.895 -0.208
```

Values from the calculation:
SMILES: S.S
energy above the lowest of the compared OMol25 structures with the same formula, charge and spin: 0.7 kcal/mol

=====

The following E_tot values (in hartree) correspond, in order, to the records above: -632.16719; -1425.65219; -2856.51332; -266.96764; -664.88761; -4636.89601; -340.68317; -798.74833.